Entry 1:
Here is C19H37N7O2ReSSi2 as an isolated structure from the Open Molecules 2025 dataset. Energies are from ωB97M-V/def2-TZVPD.

Computed properties:
expectation value of S²: 0.82
charge: +2
multiplicity: 2
gap between HOMO and LUMO (spin up / spin down): 0.2041 / 0.2280 hartree
lowest unoccupied orbital energy (spin up / spin down): -7.96 / -7.44 eV

XYZ file:
```
69
C19H37N7O2ReSSi2 (ωB97M-V/def2-TZVPD)
Re -0.69 0.29 -0.63
N 2.92 0.01 -0.78
N 2.91 -1.35 -0.50
C 1.85 -2.12 -0.75
N 2.02 -3.42 -0.66
N 0.66 -1.51 -1.06
N -0.34 -2.23 -1.65
O -1.34 -1.47 -1.89
O -0.33 -3.40 -1.92
H 3.54 0.18 -1.56
H 3.25 0.50 0.03
H 3.76 -1.80 -0.20
H 2.92 -3.82 -0.47
H 1.26 -4.04 -0.89
C 2.41 3.58 -1.85
Si 0.75 2.79 -1.65
C 0.52 1.35 -2.86
C -0.55 4.08 -1.96
C 0.20 2.05 0.01
Si 1.26 2.12 1.60
C 1.85 0.44 2.25
C 2.76 3.20 1.41
C 0.10 2.85 2.85
H 2.40 4.10 -2.82
H 3.25 2.89 -1.85
H 2.58 4.34 -1.08
H 0.59 1.71 -3.90
H -0.51 0.89 -2.81
H 1.27 0.56 -2.74
H -0.45 4.51 -2.96
H -0.43 4.90 -1.24
H -1.56 3.67 -1.87
H -0.56 2.79 0.30
H 2.94 0.41 2.36
H 1.54 -0.40 1.63
H 1.43 0.27 3.25
H 3.42 2.90 0.59
H 3.34 3.16 2.34
H 2.48 4.25 1.25
H -0.71 2.15 3.09
H -0.33 3.79 2.50
H 0.62 3.06 3.79
S -1.18 -0.54 1.46
C -2.60 -1.58 1.51
C -2.74 -2.31 2.70
C -3.81 -3.17 2.86
C -4.74 -3.32 1.84
C -4.62 -2.58 0.67
C -3.57 -1.70 0.50
H -1.99 -2.20 3.48
H -3.91 -3.73 3.78
H -5.57 -4.01 1.96
H -5.35 -2.69 -0.12
H -3.51 -1.10 -0.39
C -4.88 3.24 1.40
C -4.16 2.50 0.32
C -4.53 2.15 -0.96
C -3.47 1.44 -1.51
N -2.47 1.36 -0.60
N -2.93 2.00 0.51
C -3.39 0.84 -2.87
H -5.91 2.89 1.47
H -4.91 4.31 1.17
H -4.39 3.12 2.37
H -5.47 2.38 -1.46
H -2.35 2.06 1.33
H -3.51 1.61 -3.63
H -4.21 0.13 -3.01
H -2.45 0.31 -3.05
```



Entry 2:
Here is a 6-piece molecular cluster, C19H38Br11ClP overall from the Open Molecules 2025 dataset. Energies are from ωB97M-V/def2-TZVPD.

Computed properties:
charge: +1
gap between HOMO and LUMO: 0.2644 hartree
lowest unoccupied orbital energy: -3.84 eV

XYZ file:
```
70
C19H38Br11ClP (ωB97M-V/def2-TZVPD)
C -0.20 -1.67 4.55
C -0.32 -0.98 3.32
C 0.67 0.06 2.75
P 1.86 -0.52 1.44
C 1.10 -1.50 0.04
Cl 1.78 -3.19 -0.11
C -0.48 -1.58 0.07
C -1.01 -2.95 0.68
C 3.34 -1.43 2.13
Br 4.67 -0.03 2.67
C 3.04 -2.25 3.42
C 2.45 -3.68 3.15
H -0.73 -1.38 5.47
H 0.46 -2.56 4.62
H -1.24 -1.17 2.73
H 0.10 0.91 2.30
H 1.24 0.47 3.60
H 2.40 0.65 0.83
H 1.37 -1.01 -0.91
H -0.84 -1.59 -0.99
H -0.88 -0.71 0.62
H -1.00 -3.78 -0.04
H -0.44 -3.18 1.61
H -2.05 -2.73 1.05
H 3.85 -2.01 1.35
H 2.44 -1.64 4.12
H 4.01 -2.42 3.92
H 2.95 -4.14 2.28
H 1.39 -3.55 2.84
H 2.46 -4.32 4.04
Br -4.01 -0.77 0.29
C -4.30 0.78 -0.85
C -4.04 0.44 -2.29
Br -2.13 0.33 -2.67
H -3.66 1.57 -0.48
H -5.34 1.06 -0.70
H -4.42 1.22 -2.95
H -4.48 -0.52 -2.59
Br 0.72 -1.95 -4.64
C -0.25 -3.08 -5.89
C -1.71 -2.73 -5.93
Br -2.65 -3.43 -4.37
H -0.07 -4.11 -5.60
H 0.21 -2.90 -6.86
H -2.20 -3.19 -6.79
H -1.89 -1.66 -5.95
Br -4.71 3.40 -4.40
C -4.72 5.16 -3.55
C -3.48 5.38 -2.73
Br -3.57 4.43 -1.03
H -5.64 5.23 -2.97
H -4.76 5.86 -4.38
H -3.38 6.43 -2.46
H -2.57 5.05 -3.22
Br 0.17 4.80 -4.13
C 0.62 6.46 -5.07
C -0.50 7.46 -4.96
Br -1.97 7.02 -6.16
H 0.86 6.19 -6.09
H 1.52 6.83 -4.57
H -0.16 8.45 -5.28
H -0.92 7.53 -3.96
Br 4.21 -4.37 8.83
C 5.28 -3.61 7.39
C 5.28 -2.10 7.45
Br 3.61 -1.36 6.78
H 4.88 -4.00 6.46
H 6.28 -4.00 7.54
H 6.06 -1.70 6.79
H 5.42 -1.71 8.45
```



Entry 3:
Here is C19H38GaO3P as an isolated structure from the Open Molecules 2025 dataset. Energies are from ωB97M-V/def2-TZVPD.

Computed properties:
charge: +2
gap between HOMO and LUMO (spin up / spin down): 0.2184 / 0.1974 hartree
lowest unoccupied orbital energy (spin up / spin down): -8.39 / -8.70 eV

XYZ file:
```
62
C19H38GaO3P (ωB97M-V/def2-TZVPD)
C 1.10 -2.14 -0.37
H 1.35 -2.80 0.49
H 0.17 -2.59 -0.76
H 0.83 -1.12 0.90
C 2.32 -2.16 -1.32
H 2.02 -1.64 -2.24
H 3.14 -1.59 -0.84
C 2.82 -3.57 -1.63
H 3.60 -3.48 -2.40
H 3.25 -4.04 -0.75
H 2.01 -4.19 -2.01
C -1.67 1.43 -0.35
C -1.09 0.92 -1.56
C -1.46 -0.48 -1.66
C -2.18 -0.82 -0.49
C -2.32 0.35 0.31
C -3.11 0.48 1.56
C -2.79 -2.14 -0.21
C -1.32 -1.33 -2.87
C -0.59 1.76 -2.68
C -1.77 2.86 0.01
Ga 0.80 -0.23 -0.26
H -3.04 -2.25 0.85
H -3.73 -2.26 -0.78
H -2.13 -2.97 -0.50
H -3.45 -0.50 1.92
H -2.53 0.95 2.37
H -4.01 1.10 1.39
H -0.91 3.43 -0.37
H -2.68 3.33 -0.40
H -1.81 3.00 1.10
H -0.05 1.16 -3.42
H -1.42 2.24 -3.21
H 0.07 2.55 -2.31
H -0.91 -2.33 -2.63
H -2.29 -1.50 -3.37
H -0.66 -0.86 -3.61
C 5.73 0.09 1.98
C 4.32 0.18 2.49
O 3.47 0.37 1.32
P 1.96 0.95 1.42
O 2.16 2.51 1.58
C 1.22 3.63 1.90
C 1.91 4.50 2.91
O 1.44 0.40 2.86
C 0.31 0.91 3.62
C -0.24 -0.21 4.47
H 5.84 -0.67 1.20
H 6.39 -0.17 2.82
H 6.06 1.05 1.58
H 4.02 -0.74 3.01
H 4.20 1.05 3.16
H 1.02 4.16 0.96
H 0.27 3.23 2.28
H 2.06 3.97 3.85
H 2.87 4.84 2.53
H 1.26 5.37 3.09
H 0.68 1.74 4.24
H -0.48 1.30 2.95
H 0.56 -0.80 4.92
H -0.85 0.22 5.27
H -0.88 -0.87 3.88
```



Entry 4:
Here is C19H38MoO2P2 as an isolated structure from the Open Molecules 2025 dataset. Energies are from ωB97M-V/def2-TZVPD.

Computed properties:
expectation value of S²: 2.02
charge: +2
multiplicity: 3
gap between HOMO and LUMO (spin up / spin down): 0.2975 / 0.2069 hartree
lowest unoccupied orbital energy (spin up / spin down): -7.62 / -10.05 eV

XYZ file:
```
62
C19H38MoO2P2 (ωB97M-V/def2-TZVPD)
Mo 0.00 0.00 0.00
H 0.63 1.19 0.50
H 1.19 0.50 0.60
P -1.51 1.68 -0.65
P 1.36 -1.91 -0.14
C 1.05 -3.26 1.09
H 1.70 -4.13 0.92
H 1.22 -2.86 2.11
H -0.01 -3.56 1.01
C 1.21 -2.81 -1.75
H 1.47 -2.11 -2.56
H 1.87 -3.69 -1.78
H 0.16 -3.11 -1.88
C 3.19 -1.68 0.00
H 3.43 -1.27 0.99
H 3.74 -2.62 -0.15
H 3.50 -0.94 -0.76
C -2.31 1.35 -2.28
H -2.99 2.17 -2.57
H -1.52 1.22 -3.04
H -2.88 0.41 -2.21
C -2.96 2.01 0.45
H -2.59 2.33 1.43
H -3.63 2.78 0.03
H -3.52 1.06 0.58
C -0.82 3.38 -0.90
H 0.01 3.32 -1.62
H -1.59 4.08 -1.28
H -0.43 3.76 0.06
C -0.88 -0.47 1.64
O -1.44 -0.77 2.63
H 0.73 0.37 -1.52
C 0.48 -2.09 4.61
C 0.31 -0.61 4.93
C 0.20 -0.54 6.48
C 1.37 0.32 4.25
C 2.03 1.19 5.16
C 2.94 2.13 4.77
C 3.29 2.25 3.46
C 2.75 1.43 2.46
C 3.37 1.68 1.07
C 3.02 3.09 0.56
C 4.90 1.49 1.10
C 1.72 0.44 2.81
O 1.12 -0.38 1.80
H 0.14 -2.25 3.60
H 1.52 -2.44 4.79
H -0.22 -2.73 5.20
H -0.69 -0.28 4.63
H 1.15 -0.86 6.96
H -0.09 0.48 6.82
H -0.61 -1.21 6.85
H 1.85 1.20 6.22
H 3.39 2.78 5.51
H 4.03 3.01 3.24
H 3.05 0.98 0.30
H 3.40 3.89 1.23
H 3.45 3.26 -0.45
H 1.92 3.20 0.48
H 5.15 0.46 1.44
H 5.32 1.63 0.08
H 5.41 2.21 1.76
```